(1)
2 unconnected molecules or ions with the total composition C32H50F6N3O6 at a distorted geometry, computed with ωB97M-V/def2-TZVPD.

```
97
Properties=species:S:1:pos:R:3:lowdin_charge:R:1
F -0.2537 -3.7780 6.2405 0.087
F 0.7098 -3.4205 3.3815 0.070
F -0.8698 -1.5789 6.1401 0.104
F -8.4391 -1.0762 -0.6225 0.084
F -1.6369 -3.1136 4.5835 0.101
F 1.9354 -2.8276 5.2618 0.090
O -5.6125 2.2656 -1.3033 0.158
O -6.8158 0.3483 -1.2413 0.141
O -0.3935 -0.8064 3.3317 -0.080
O 4.8853 -3.6083 -2.5733 -0.117
O 6.8407 -1.9368 0.2018 -0.184
O -6.9885 1.8374 0.4442 0.068
N 2.0842 -0.9760 2.8693 0.188
N 4.6018 -0.7623 3.1219 0.103
N 2.9164 0.1099 4.7178 0.073
C -2.9619 3.1625 3.0033 -0.102
C -6.4017 1.5502 -0.7521 -0.537
C 2.5784 -2.6420 -1.7245 -0.014
C -2.0776 2.2997 -4.1774 -0.080
C 1.3104 1.9818 -3.7184 -0.079
C 3.3307 -0.5726 3.5097 -0.171
C 6.3079 -1.0214 1.1772 -0.197
C -1.4210 1.1735 -5.1084 -0.516
C 6.0629 -1.9030 -1.0554 -0.148
C 0.8142 -2.4813 4.4696 -0.201
C 3.9031 -1.6267 -3.8152 0.024
C 2.8147 -0.5513 -3.9917 -0.008
C 1.5993 -0.5089 -3.0025 -0.116
C -2.1532 0.6437 2.4131 -0.272
C -0.6692 1.8230 -6.4042 -0.077
C 4.9499 -1.5200 1.8785 -0.104
C 0.5065 0.6730 -3.2552 -0.446
C -1.9690 1.7051 4.9006 -0.092
C -0.5124 -2.6865 5.3501 -0.301
C -2.6091 1.0659 0.9370 -0.081
C -0.5501 0.4169 2.5551 -0.119
C -2.7631 1.6523 3.5078 -0.363
C 0.9353 -0.9951 3.8162 -0.312
C 1.4335 -1.5697 -1.8534 -0.006
C -2.6771 0.3416 -5.7484 -0.082
C -0.5295 0.0851 -4.3339 -0.114
C 5.6585 -3.4198 -1.3658 -0.153
C 1.4437 0.0739 4.9248 -0.038
C 3.7993 -2.6898 -2.6643 -0.228
C -0.1518 0.9526 -1.8077 -0.097
C -7.9474 0.8156 0.6826 -0.066
C -7.4268 -0.3119 -0.1511 -0.327
H -0.0418 2.7428 -6.1056 0.075
H 7.1434 -0.8718 1.9638 0.144
H 2.3255 1.9793 -3.1619 0.092
H 0.6413 0.9965 -0.9890 0.081
H -0.0298 0.9916 -6.8695 0.090
H -3.5666 1.0454 -5.8471 0.083
H -0.8680 0.0705 -1.6021 0.075
H 6.6477 -3.9951 -1.5253 0.151
H 4.0807 -1.3769 1.1436 0.127
H -3.7026 3.2729 2.1310 0.081
H -3.7008 1.4184 0.8908 0.078
H -2.5565 2.4335 5.5795 0.093
H -0.0081 -0.6313 -5.0596 0.131
H -2.6316 -0.3893 2.6220 0.149
H -2.6942 1.7829 -3.3484 0.096
H 1.5900 1.9877 -4.8358 0.078
H -1.2749 -0.5716 -3.7375 0.119
H -0.9193 2.1497 4.7800 0.065
H -1.3385 3.0226 -3.6983 0.061
H -2.5368 0.1377 0.2738 0.083
H -3.8213 1.2553 3.7566 0.145
H -3.4527 3.7325 3.8834 0.087
H 1.0530 1.1494 4.8337 0.127
H 5.3165 -0.3555 3.7416 0.179
H 4.8152 -1.6576 -4.5065 0.111
H -1.9845 0.6992 5.4440 0.079
H 5.1853 -1.2011 -0.8611 0.111
H -2.9241 -0.5830 -5.0990 0.082
H -1.9693 3.7221 2.8081 0.094
H 2.9475 0.1855 -4.8585 0.105
H -7.9961 0.5623 1.7427 0.144
H -0.7125 1.9503 -1.7944 0.073
H 0.7985 2.9593 -3.3960 0.084
H 6.2091 0.0063 0.6570 0.146
H -8.9332 1.1597 0.3579 0.151
H 2.1987 -1.7824 2.2375 0.147
H -0.1820 0.1688 1.4858 0.132
H 5.1879 -3.8822 -0.4260 0.130
H -6.6909 -0.9436 0.3553 0.175
H -1.4951 2.1957 -7.0963 0.084
H -2.3279 -0.0980 -6.7582 0.089
H 3.4166 0.9650 4.9870 0.156
H -0.0449 1.3372 2.9963 0.124
H 0.5306 -1.5504 -1.1439 0.086
H -1.9241 1.9184 0.5697 0.095
H 2.4655 -3.3887 -0.8650 0.092
H -2.8475 2.9343 -4.7626 0.096
H 6.7557 -1.4317 -1.8429 0.152
H 5.0402 -2.6291 2.1798 0.158
H 1.2360 -0.1863 6.0201 0.151
```

The maximum force is 5.025 eV/A. The value obtained for the LUMO energy is -3.1 eV. The value obtained for the total energy is -67040.231 eV. As for the spin multiplicity: 1. The total charge is +1. The value obtained for the HOMO-LUMO gap is 7.380 eV. The calculation puts the HOMO energy at -0.3836 Ha.



(2)
A molecular structure, C32H51As4OPTi at a distorted geometry, computed with ωB97M-V/def2-TZVPD.

```
90
Properties=species:S:1:pos:R:3:lowdin_charge:R:1
As -0.8384 -5.3423 1.5343 1.157
As 2.1147 -1.3168 -0.1814 1.139
As -1.4472 -1.3790 -0.6373 1.143
As 0.8261 1.6430 3.3998 1.176
Ti 0.2109 0.3900 0.2824 0.605
P -0.1535 2.6416 -0.5646 1.029
O 0.4866 0.5575 2.0107 -0.581
C -4.0841 3.0292 -1.5272 0.004
C -3.0837 -1.1656 -1.6395 -0.199
C -2.3800 -5.5874 0.3387 -0.329
C -3.9134 1.6031 0.4238 -0.056
C -2.5336 1.7309 0.3763 -0.168
C -1.9254 2.4963 -0.6297 -0.389
C 1.6633 -2.8968 -1.2355 -0.295
C 2.0294 1.7963 -1.9493 -0.158
C -4.6837 2.2546 -0.5315 -0.003
C -0.6331 2.8479 3.5162 -0.149
C -0.0292 1.7668 -3.2551 -0.041
C -0.3305 6.4953 0.6020 -0.023
C -0.6274 5.1588 0.3902 -0.091
C 3.8047 -0.8845 -1.0165 -0.231
C -2.7047 3.1557 -1.5847 -0.047
C 0.3807 -4.0426 0.6046 -0.395
C 2.4340 2.5516 2.9606 -0.145
C 0.4332 -3.7458 -0.9035 -0.657
C 1.5521 4.8537 -0.6563 -0.068
C 0.0725 -7.0059 1.0900 -0.314
C 1.8355 6.1904 -0.4303 -0.021
C 0.9420 0.5180 4.9204 -0.144
C -2.1167 -1.8021 1.1603 -0.237
C 0.6080 -5.0287 -1.7370 -0.024
C 0.7076 1.4448 -4.3788 -0.004
C 2.7586 1.4994 -3.0912 -0.048
C 2.7189 -1.8944 1.5677 -0.248
C 0.3102 4.3423 -0.2588 -0.346
C 2.0973 1.3313 -4.3020 0.014
C 0.8963 7.0096 0.1920 0.000
C -0.8556 -3.0876 -1.3774 -0.291
C 0.6335 1.9769 -2.0338 -0.394
H 1.8944 -2.0589 2.2518 0.025
H 0.7580 -4.8034 -2.7961 0.107
H -3.5901 -0.2392 -1.3844 0.019
H 3.2805 1.8738 3.0281 0.066
H 2.2757 4.2429 -1.1789 0.100
H 4.4651 -1.7151 -0.7773 0.067
H -2.9908 -1.1874 1.3641 0.040
H 1.1329 1.1542 5.7868 0.083
H -2.9567 -6.3815 0.8128 0.042
H 3.3850 -1.1253 1.9532 0.042
H -2.2471 3.7840 -2.3409 0.135
H -1.3754 -1.6410 1.9377 0.021
H -2.1290 -5.9183 -0.6677 0.025
H -4.6982 3.5499 -2.2514 0.139
H 3.6774 -0.8108 -2.0897 0.035
H 1.1169 8.0594 0.3451 0.137
H -0.8486 -2.9393 -2.4595 0.105
H 2.5569 3.3569 3.6871 0.082
H -1.0612 7.1420 1.0722 0.132
H -0.6822 3.4625 2.6197 0.030
H -1.1014 1.8889 -3.3326 0.110
H -0.2701 -5.6634 -1.6504 0.075
H 3.8380 1.4324 -3.0500 0.132
H 3.2793 -2.8176 1.4438 0.064
H -0.4406 3.4854 4.3828 0.085
H -2.8601 -1.1876 -2.7023 0.057
H -3.6946 -2.0217 -1.3662 0.067
H -1.9359 1.2898 1.1733 0.060
H 0.2056 -3.1056 1.1465 -0.001
H 4.2268 0.0355 -0.6215 0.048
H -4.3932 1.0350 1.2102 0.129
H 1.1153 -6.9612 1.3996 0.033
H 2.7842 6.6008 -0.7523 0.132
H 2.5509 1.9800 -1.0143 0.100
H -3.0270 -4.7101 0.2989 0.001
H -2.4023 -2.8508 1.1849 0.014
H 1.7587 -0.1886 4.7939 0.065
H 2.5686 -3.4942 -1.1074 0.109
H 1.6519 -2.5478 -2.2712 0.101
H -1.5552 2.2952 3.6781 0.069
H -1.5947 4.7723 0.6900 0.110
H 0.0081 -7.2626 0.0356 0.025
H -0.4177 -7.7859 1.6704 0.038
H 2.3390 2.9815 1.9660 0.040
H 1.4705 -5.5976 -1.3833 0.109
H 0.2043 1.3144 -5.3294 0.137
H 2.6675 1.1180 -5.1981 0.140
H 1.3617 -4.4038 0.9286 0.071
H -0.0066 0.0006 5.0444 0.071
H -1.7068 -3.7177 -1.1371 0.063
H -5.7637 2.1750 -0.4920 0.140
```

The maximum force is 1.260 eV/A. The value obtained for the LUMO energy is -13.2 eV. The value obtained for the total energy is -311778.383 eV. As for the spin multiplicity: 1. The value obtained for the energy above the lowest of the compared OMol25 structures with the same formula, charge and spin is 67.4 kJ/mol. The total charge is +4. The value obtained for the HOMO-LUMO gap is 4.061 eV. The calculation puts the HOMO energy at -0.6326 Ha.